The following is a DFT calculation (ωB97M-V/def2-TZVPD) of a cluster of 5 separate species, C40H45F5N6O4 in total.

Geometry as XYZ:
```
100
Properties=species:S:1:pos:R:3:forces:R:3:mulliken_charge:R:1
C -0.558596 0.467375 1.138864 0.3 -1.0 0.5 0.8068
H -1.768535 -1.310837 -6.458883 0.0 0.0 0.0 0.3800
C 3.164775 0.378880 -6.879982 0.0 0.0 0.0 -0.3983
H 0.570156 7.680041 0.938483 0.0 0.0 0.0 0.4262
H 4.618005 -0.564862 -3.977723 -0.1 0.0 0.0 0.4393
C -5.456662 -0.569312 -0.468432 0.2 -0.1 1.0 -0.9650
H -4.455285 -0.378432 2.403281 1.1 -0.3 -0.2 0.4506
F -1.330888 2.888560 -0.657440 1.2 -0.1 0.4 -0.2864
C -0.043429 8.420161 4.170328 -0.1 -0.2 0.2 -0.3079
F 1.099999 3.291436 -1.893917 0.6 0.4 1.2 -0.2153
H 3.931253 -3.998190 1.092594 0.3 -0.5 -0.7 0.1080
H -1.262384 -3.365009 -2.733285 0.1 0.0 0.0 0.4543
H -4.684890 0.158022 -0.095004 -0.7 -0.4 -0.5 0.1374
H 4.066033 -0.365551 -0.269483 -0.6 -0.8 0.0 0.4851
H -5.030221 -4.062716 0.026376 -0.5 0.5 -0.6 0.3820
H -0.156750 5.454900 1.805631 0.0 0.2 0.1 0.3053
C 1.539760 0.770994 -0.150345 -0.8 -0.8 0.8 -0.2087
C -0.114226 6.319604 2.454465 0.0 0.0 -0.1 0.2752
C 0.015148 2.605293 4.351986 0.3 0.3 -0.4 0.0953
H -3.806586 -1.897676 3.064897 0.3 0.9 -0.5 0.3298
H -0.027140 9.231157 4.891035 0.0 0.0 -0.1 0.3538
C -3.627383 -1.120526 2.274056 -1.5 -0.8 0.5 -1.2883
N -3.202327 -3.021770 -3.298597 0.2 0.2 -0.3 -0.4262
C 4.117251 -5.028285 0.695781 -1.0 -1.0 1.5 0.0074
H 2.498973 -5.601493 2.080389 0.4 -0.3 -0.9 0.3152
C 4.684470 -3.777632 -1.240111 0.3 -0.2 -0.8 -0.5521
C 0.219154 2.199273 7.018651 -0.3 -0.3 -0.2 -0.3152
H -4.234071 -1.469937 -6.105541 0.0 0.0 0.0 0.3659
H -3.411654 -2.939348 1.017362 -0.2 1.0 0.0 0.4487
H 4.922859 -5.465783 1.350271 -0.4 0.5 -0.9 0.3267
C -3.539968 -1.876057 -5.381479 0.1 0.0 0.0 -0.6251
C 0.829442 3.444929 5.087163 0.3 0.2 0.1 -0.4940
C -1.960826 0.665292 1.803490 0.6 -0.7 -0.3 -0.0118
H 2.194750 1.399401 -0.792533 -0.5 -0.7 0.6 0.4310
H 5.216940 0.270299 -6.252540 0.0 0.0 0.0 0.3878
C 3.337182 -3.109616 -1.728982 0.3 -0.8 -0.6 0.0175
N -0.437490 7.237138 4.652350 0.1 0.1 -0.4 -0.5780
F 0.475141 5.008190 -0.672788 0.4 -1.3 0.0 -0.2833
H -0.099347 2.723123 3.286412 0.0 0.0 0.0 0.3064
N -0.574537 1.377578 6.318635 0.3 0.4 0.0 -0.5434
H -0.247795 -2.275594 -4.735094 0.0 0.1 0.0 0.2930
C -4.001417 -2.497099 -4.231956 0.0 -0.2 0.3 -0.1981
F -0.408658 3.403483 1.292339 0.0 -0.5 -1.2 -0.2583
N -2.281360 -0.532441 2.518582 -0.2 -1.7 -1.0 0.1802
H -4.641526 -3.079400 -1.431869 -0.8 0.0 0.7 0.1593
O -2.723901 1.581553 1.755160 0.2 0.2 -0.3 -0.5747
H 1.967964 -5.533346 0.371049 0.7 -0.6 0.4 0.2306
C 1.064763 -1.396790 1.012144 -0.5 0.1 0.2 0.5469
C 0.933773 3.717861 -0.611577 -1.2 0.9 -0.5 0.3634
H 3.247217 -3.353246 -2.822164 -0.1 0.3 1.0 0.3687
O 3.308946 -1.683420 -1.644349 0.0 -0.9 1.0 -0.3033
H 2.208556 -0.895938 -3.434079 0.1 0.0 0.0 0.7901
H 0.271581 1.996869 8.083154 0.0 0.1 0.0 0.3826
C 3.852617 -0.348875 -4.711786 0.0 0.0 -0.1 -0.4191
C -5.363013 -3.180294 -0.578156 0.0 0.3 0.9 -1.1855
C 2.512876 -0.532076 -4.407437 -0.4 0.0 -0.1 -0.3796
H -6.444047 -0.082885 -0.278305 0.6 -0.5 -0.5 0.3212
C 0.288489 7.556238 1.977779 0.1 0.1 -0.1 -0.4237
H 0.634465 9.614498 2.515632 0.0 0.0 0.0 0.3695
H -5.065276 -2.585795 -4.034069 0.0 0.0 -0.1 0.4015
H -0.791845 5.269017 4.206927 -0.1 0.0 -0.1 0.6976
C 1.960950 -0.587060 0.169648 -2.1 0.5 0.8 -0.1635
C -0.655225 1.606236 5.003086 -0.5 -0.8 0.5 -0.6360
C -0.218625 -0.894135 1.492107 2.1 1.8 -1.5 0.0041
H -1.301516 0.932284 4.450454 0.0 0.0 0.1 0.8845
H 5.313866 -3.944090 -2.155450 -0.4 0.2 0.9 0.2982
H -5.263645 -0.772527 -1.550223 -0.3 0.3 0.8 0.2499
C -1.885742 -2.928687 -3.507282 -0.3 -0.1 0.1 -0.4359
O 4.461392 -5.080110 -0.684430 -0.1 1.0 0.4 -0.3966
H 3.633439 -1.937597 0.469919 -0.2 0.3 -0.8 0.3220
H -6.412289 -3.349302 -0.925493 0.9 0.1 0.1 0.3855
N 1.514497 -0.282487 -5.263366 0.4 0.0 -0.2 -0.3624
C 3.309829 -1.198994 -0.300936 0.0 1.7 0.7 -1.2338
C -2.170509 -1.790221 -5.574237 0.0 0.1 -0.1 -0.1172
C -1.312984 -1.585729 2.338255 1.1 3.1 -1.1 0.2449
F 2.083674 3.764015 0.093730 -0.9 -0.5 -0.9 -0.2316
H 1.027105 0.361891 -7.147750 0.1 0.0 0.0 0.3774
H 2.993824 -6.963838 0.981045 -0.3 1.0 -0.2 0.3444
H 2.472908 -3.626836 -1.234047 0.5 0.6 -0.1 0.0413
C 0.292693 1.345169 0.337307 -0.1 -1.9 0.3 -0.4135
O -1.387795 -2.714364 2.719468 0.1 -0.1 -0.1 -0.6206
C -0.169573 2.801022 0.047964 0.5 -0.4 1.4 1.3070
H 1.952761 -3.154941 0.678379 -0.2 -0.2 0.5 -0.2738
C -1.322184 -2.325663 -4.619174 0.1 -0.1 0.0 -0.1993
H 5.284964 -3.149300 -0.536942 -0.6 -0.3 -0.5 0.3918
N 1.394796 -2.731500 1.418345 -0.4 1.4 -1.4 -0.3843
C 0.939281 3.246194 6.453332 -0.1 -0.1 0.0 -0.4956
H -5.995253 -1.959487 1.214911 0.6 -0.1 -0.6 0.4570
H -3.089077 -1.412358 0.134799 -0.7 -0.3 0.4 0.3077
C 2.810765 -5.861986 1.030854 0.4 0.7 0.2 -1.0447
H 3.382169 0.741888 -7.875896 0.0 0.0 0.0 0.3699
C 0.325821 8.632759 2.850520 0.0 -0.1 0.0 -0.4407
H 1.564677 3.882430 7.065605 0.0 0.0 0.0 0.3839
H 1.372908 4.245625 4.599856 0.0 0.0 0.0 0.5102
C -5.267068 -1.912478 0.370638 1.3 0.3 -1.4 0.4014
C 1.856395 0.166116 -6.475809 -0.2 -0.1 0.2 -0.3176
C 4.180777 0.115330 -5.975525 0.1 0.0 0.0 -0.4624
C -0.466439 6.214978 3.791207 -0.1 0.2 0.3 -0.6911
C -3.770330 -1.881178 0.893864 -0.1 -0.2 0.5 -0.5854
H 0.518306 -3.242022 1.543878 0.4 -0.1 0.3 0.3262
```
Forces are in eV/Å.

The value obtained for the energy is -72925.9534 eV. The calculation puts the LUMO energy at -0.98 eV. As for the spin multiplicity: 1. The calculation puts the orbital gap at 8.37 eV. For the HOMO energy, the calculation gives -9.35 eV. As for the SMILES: CCOCCOCc1cc(C(F)(F)C(F)(F)F)c2c(c1N)C(=O)N(CCC(C)C)C2=O.c1ccncc1.c1ccncc1.c1ccncc1.c1ccncc1.